[1]
Below is a molecular structure, C24H28O7S2W at a distorted geometry, with properties calculated with ωB97M-V/def2-TZVPD.

Geometry as ORCA input:
```
! wB97M-V def2-TZVPD RIJCOSX def2/J DEFGRID3
* xyz 2 1
W -0.707 -1.401 0.234
S 0.093 -1.501 -2.928
S -1.633 1.451 -1.037
O -0.638 0.625 -0.197
O -0.446 -3.260 -0.450
O 1.657 -1.582 -0.310
O -0.866 -3.146 1.676
O 0.042 -0.692 1.840
O -1.014 -1.272 -1.860
O 0.691 -1.437 3.859
C 0.234 4.076 -1.440
C -1.622 2.993 -0.127
C 2.474 -1.173 0.856
C 2.352 4.564 -0.415
C -3.821 1.183 1.679
C 0.608 3.529 0.877
C 0.939 0.044 -3.109
C -3.345 0.309 0.734
C -0.226 3.552 -0.234
C -3.776 0.843 3.039
C 1.522 4.580 -1.530
C -0.858 -1.528 -4.413
C 3.876 -1.536 0.427
C -2.816 -0.944 1.158
C -2.827 -1.282 2.527
C -3.256 -0.366 3.469
C 1.947 -2.147 1.931
C -3.251 0.704 -0.701
C 1.895 4.042 0.787
C 3.637 -2.898 -0.260
C 0.021 -3.347 0.812
C 1.505 -3.380 1.050
C 2.120 -2.998 -0.294
C 0.849 -1.452 2.688
H -4.166 1.544 3.767
H 4.058 -3.735 0.297
H 1.708 -3.521 -1.146
H -2.500 -2.262 2.835
H -0.155 -1.557 -5.247
H 2.716 -2.437 2.642
H 4.554 -1.589 1.277
H 4.262 -0.797 -0.272
H 3.351 4.975 -0.481
H 0.267 0.801 -3.513
H 2.290 -0.124 1.059
H 0.250 3.123 1.816
H -4.246 2.132 1.376
H 4.053 -2.927 -1.264
H 1.776 -0.137 -3.784
H -2.375 3.630 -0.600
H -4.000 1.432 -1.016
H -1.478 -0.633 -4.449
H -3.227 -0.613 4.521
H -1.461 -2.433 -4.405
H -2.970 -1.803 0.493
H 1.311 0.324 -2.126
H -1.902 2.770 0.901
H 1.872 5.005 -2.462
H 2.535 4.044 1.659
H 1.822 -4.335 1.467
H -3.278 -0.151 -1.377
H -0.423 4.119 -2.304
*
```

## Properties
Kohn-Sham gap, eV: 7.2949
HOMO, Eh: -0.529
Energy above the lowest of the compared OMol25 structures with the same formula, charge and spin, eV: 0.4524

***

[2]
Below is a molecular structure, C24H29BCdFN2O2Si, with properties calculated with ωB97M-V/def2-TZVPD.

Geometry as ORCA input:
```
! wB97M-V def2-TZVPD RIJCOSX def2/J DEFGRID3
* xyz -1 1
Cd 0.382 -0.989 -0.940
Si -1.054 -3.917 -0.120
F -2.446 0.017 -1.519
O 0.198 -0.629 -4.210
O 0.292 1.405 -3.176
N -1.435 -2.269 -0.335
N -0.025 0.859 0.854
C 1.947 -1.315 0.619
C 0.104 0.355 -5.148
C 0.160 1.592 -4.520
C 3.050 -0.182 2.487
C 0.285 -4.346 -1.369
C 0.089 2.769 -5.230
C -0.100 1.429 -7.245
C -0.401 -4.386 1.588
C -0.691 0.378 2.057
C -4.166 0.197 0.049
C 3.622 -2.451 2.000
C -4.406 -1.443 1.760
C -3.075 -0.490 -0.424
C -4.856 -0.275 1.163
C -0.044 2.667 -6.616
C -3.296 -2.115 1.271
C -2.521 -5.047 -0.493
C 3.794 -1.318 2.780
C -2.553 -1.672 0.151
C 2.154 -0.182 1.423
C -0.025 0.241 -6.514
C 2.710 -2.438 0.947
C -0.659 2.068 0.352
C 1.398 1.091 1.105
B 0.305 0.003 -2.944
H 0.585 -5.393 -1.273
H -4.918 -1.838 2.631
H -0.271 -0.584 2.349
H 3.166 0.711 3.095
H -0.204 1.382 -8.321
H -0.203 2.356 -0.596
H -0.070 -0.728 -6.991
H 2.599 -3.353 0.371
H 4.490 -1.319 3.611
H -2.874 -4.874 -1.512
H 0.407 -3.710 1.876
H 1.180 -3.733 -1.243
H -0.104 3.569 -7.212
H -4.472 1.098 -0.471
H -0.009 -5.408 1.596
H -1.755 0.246 1.864
H -3.361 -4.872 0.182
H -1.177 -4.324 2.356
H -5.717 0.257 1.545
H 0.133 3.727 -4.729
H -0.564 2.904 1.066
H -2.231 -6.098 -0.406
H 1.813 1.542 0.197
H -0.565 1.089 2.892
H 4.189 -3.351 2.216
H 1.524 1.825 1.921
H -0.084 -4.187 -2.385
H -1.718 1.879 0.178
H -2.951 -3.004 1.785
*
```

## Properties
Kohn-Sham gap, eV: 7.0560
HOMO, Eh: -0.152
Energy above the lowest of the compared OMol25 structures with the same formula, charge and spin, eV: 0.0000

***

[3]
Below is a molecular structure, C24H29ClGaN2OPS at a distorted geometry, with properties calculated with ωB97M-V/def2-TZVPD.

Geometry as ORCA input:
```
! wB97M-V def2-TZVPD RIJCOSX def2/J DEFGRID3
* xyz 2 1
Ga -0.375 -0.336 0.717
Cl -0.866 1.677 1.523
S -2.702 -1.555 1.425
P 2.027 0.599 0.327
O -1.244 0.999 -2.381
N -3.875 -2.360 -0.893
N -4.510 -0.275 -0.046
C -5.483 -3.974 -1.777
C -5.877 -0.300 -0.660
C 2.032 0.658 3.157
C 4.529 -0.496 -0.178
C -4.928 -3.360 -0.525
C 2.222 2.053 -2.050
C 2.307 4.474 -2.115
C 2.588 0.992 4.384
C 3.567 -2.532 -1.837
C 2.674 -1.640 -1.249
C 3.154 -0.602 -0.426
C -0.782 0.498 -1.464
C -3.729 -1.364 0.077
C 4.946 -2.400 -1.608
C 4.430 2.097 3.251
C 2.024 3.349 0.000
C 3.854 1.787 2.019
C 2.150 4.529 -0.723
C 2.676 1.025 1.962
C 2.330 3.239 -2.779
C -6.964 -0.323 0.376
C 5.425 -1.381 -0.776
C 3.794 1.702 4.436
C 2.128 2.107 -0.650
H 1.856 3.389 1.075
H -6.903 0.550 1.025
H 5.377 2.644 3.267
H -4.709 -4.541 -2.291
H -5.915 0.627 -1.233
H 4.332 2.150 1.106
H -5.700 -2.841 0.064
H -5.842 -3.190 -2.443
H -4.299 0.432 0.656
H 0.326 -1.174 1.883
H 6.493 -1.259 -0.582
H 2.078 0.698 5.306
H 4.911 0.277 0.483
H 1.604 -1.759 -1.420
H 2.142 5.486 -0.193
H -6.303 -4.640 -1.525
H -4.428 -4.091 0.126
H 4.239 1.948 5.402
H 5.645 -3.093 -2.080
H 2.443 3.200 -3.868
H -5.932 -1.128 -1.373
H 2.413 5.403 -2.681
H -6.932 -1.212 1.005
H 1.083 0.129 3.135
H -7.938 -0.291 -0.105
H 0.009 -1.492 -0.229
H 2.217 1.087 -2.559
H -2.977 -2.868 -0.987
H 3.187 -3.330 -2.483
*
```

## Properties
Kohn-Sham gap (alpha / beta), eV: 4.5653 / 4.4822
HOMO (alpha / beta), Eh: -0.537 / -0.525

***

[4]
Below is a molecular structure, C24H29CrI2N6O3S2 at a distorted geometry, with properties calculated with ωB97M-V/def2-TZVPD.

Geometry as ORCA input:
```
! wB97M-V def2-TZVPD RIJCOSX def2/J DEFGRID3
* xyz 1 5
I 0.281 -3.641 -1.072
I 2.957 -0.158 -2.606
Cr 0.611 -1.234 0.433
S 1.008 -3.178 2.272
S -2.869 -1.193 1.192
O -1.464 -1.444 0.705
O 0.207 3.726 -1.923
O 2.432 -0.925 0.819
N 4.440 2.126 1.270
N 0.598 0.924 0.360
N 0.062 -0.533 -1.298
N 0.558 -3.436 4.847
N 0.445 -1.299 4.091
N 0.742 -0.330 3.138
C -3.576 -0.021 -0.014
C 4.062 0.756 1.377
C -2.173 -0.919 -4.228
C -0.184 1.825 1.133
C -4.395 -2.156 -0.810
C -3.843 -2.583 0.545
C 2.043 1.272 0.139
C -4.796 -0.694 -0.633
C -0.819 -2.461 -2.421
C 1.880 1.210 -1.401
C 1.365 3.643 0.756
C -1.385 -0.311 -3.261
C 0.212 3.132 1.318
C -0.690 -1.071 -2.306
C 3.732 3.007 0.701
C -2.297 -2.300 -4.294
C 5.026 -0.162 2.067
C 1.567 3.663 -2.349
C 2.917 0.328 0.842
C 0.642 -2.603 3.802
C 2.347 2.686 -1.506
C -1.600 -3.079 -3.379
C 0.364 0.837 -1.151
C 2.365 2.763 0.082
H -0.229 4.441 -2.394
H -1.660 -4.160 -3.417
H -1.295 0.770 -3.249
H -4.636 -2.758 1.276
H -0.343 1.564 -1.541
H 4.815 -0.231 3.139
H -5.655 -0.618 0.038
H 2.042 4.646 -2.286
H 3.372 2.712 -1.871
H 4.971 -1.166 1.646
H 1.571 4.707 0.802
H 0.208 0.500 3.348
H 0.468 -1.022 5.059
H 1.736 -0.108 3.159
H -1.142 1.454 1.474
H -0.443 3.786 1.882
H -3.173 -3.442 0.526
H -2.775 0.109 -0.746
H -2.909 -2.771 -5.053
H 0.280 -3.133 5.766
H -5.238 -2.781 -1.103
H -3.784 0.925 0.484
H -3.622 -2.244 -1.577
H 6.038 0.225 1.957
H -5.066 -0.219 -1.575
H 1.630 3.328 -3.389
H 4.107 4.034 0.683
H -2.693 -0.297 -4.948
H 0.652 -4.421 4.673
*
```

## Properties
Kohn-Sham gap (alpha / beta), eV: 6.8588 / 6.9475
HOMO (alpha / beta), Eh: -0.359 / -0.372
Energy above the lowest of the compared OMol25 structures with the same formula, charge and spin, eV: 4.0140
Expectation value of S²: 6.067

***

[5]
Below is C24H29FN4 in the gas phase, with properties calculated with ωB97M-V/def2-TZVPD.

Geometry as ORCA input:
```
! wB97M-V def2-TZVPD RIJCOSX def2/J DEFGRID3
* xyz 0 1
F -6.539 -1.782 0.183
N 2.165 -0.730 0.828
N -4.260 -0.191 0.595
N -1.717 -0.042 -0.811
N 5.659 1.761 1.223
C 7.425 1.408 -0.512
C 6.302 1.075 0.234
C 7.180 -0.703 -1.666
C -3.187 0.647 1.085
C 7.853 0.505 -1.460
C 2.044 -0.383 -0.575
C -2.790 -0.920 -1.219
C -2.224 1.073 -0.040
C -0.447 -0.635 -0.443
C -5.654 1.737 0.014
C 3.497 -1.226 1.150
C -3.714 -1.360 -0.069
C -7.823 0.080 -0.378
C -6.881 2.266 -0.334
C 1.130 -1.669 1.205
C -6.600 -0.435 -0.013
C 0.706 0.301 -0.829
C -5.457 0.358 0.179
C 5.611 -0.146 0.040
C 4.597 1.018 1.662
C 6.068 -1.039 -0.929
C -0.248 -1.036 1.026
C -7.975 1.446 -0.544
C 4.526 -0.157 0.971
H -3.401 -0.372 -1.950
H 0.618 0.575 -1.880
H 2.129 -1.280 -1.218
H 3.764 -2.101 0.532
H 3.482 -1.545 2.197
H -1.010 -1.751 1.342
H -0.304 -0.151 1.661
H 3.953 1.380 2.439
H -6.977 3.335 -0.454
H -2.372 -1.797 -1.715
H 1.187 -2.600 0.607
H -2.642 0.056 1.828
H -4.825 2.413 0.149
H -0.352 -1.541 -1.055
H -1.391 1.636 0.379
H -8.931 1.857 -0.826
H -3.152 -1.940 0.671
H 5.925 2.664 1.576
H -3.600 1.520 1.591
H 7.548 -1.383 -2.421
H 7.943 2.343 -0.352
H 8.723 0.731 -2.058
H 2.862 0.294 -0.831
H 5.558 -1.976 -1.098
H 0.663 1.211 -0.230
H 1.273 -1.937 2.256
H -8.651 -0.600 -0.509
H -2.764 1.727 -0.737
H -4.504 -1.990 -0.467
*
```

## Properties
Kohn-Sham gap, eV: 8.1228
SMILES string: Fc1ccccc1N1CCN(C2CCN(Cc3c[nH]c4ccccc34)CC2)CC1
HOMO, Eh: -0.269

***

[6]
Below is a molecular structure, C24H29IrN2O9SSe2, with properties calculated with ωB97M-V/def2-TZVPD.

Geometry as ORCA input:
```
! wB97M-V def2-TZVPD RIJCOSX def2/J DEFGRID3
* xyz -1 2
Ir 0.683 -0.217 0.842
Se 1.933 -2.313 0.825
Se -1.188 -1.293 0.101
S -0.837 1.005 2.733
O -2.223 0.618 2.553
O -0.337 -4.116 -0.639
O -1.310 -3.738 4.180
O 2.726 1.017 0.832
O 0.979 -0.339 -3.080
O -0.277 1.583 1.416
O 0.041 -0.281 2.788
O -0.574 1.864 3.850
O -1.159 1.839 -1.591
N 1.583 0.285 -0.936
N 3.411 1.523 -1.362
C -1.392 3.971 -0.551
C 2.083 1.862 -4.873
C -1.101 -4.487 2.998
C -1.571 -2.580 1.507
C 1.854 4.204 -5.380
C 5.302 0.749 -3.523
C 1.688 0.225 -2.282
C -0.547 -3.684 1.804
C 2.971 1.043 -2.670
C 6.333 0.020 -4.090
C 2.355 4.518 -4.128
C -2.764 3.394 -0.904
C 2.584 2.175 -3.612
C 6.121 -1.301 -4.465
C 4.876 -1.874 -4.268
C 3.842 -1.144 -3.694
C -0.456 -4.689 0.644
C 1.716 2.870 -5.748
C 2.626 0.967 -0.402
C 0.846 -3.180 2.207
C 4.051 0.174 -3.310
C -0.429 3.031 -1.281
C 2.714 3.507 -3.244
C -2.444 1.910 -0.972
H -2.515 -3.042 1.207
H 6.923 -1.876 -4.910
H 0.484 -3.589 -0.641
H -2.077 -4.900 2.733
H 0.784 -2.456 3.019
H -0.593 -3.102 4.284
H -3.097 3.752 -1.882
H 1.315 2.614 -6.720
H -3.530 3.625 -0.164
H 3.073 3.757 -2.255
H 2.871 -1.597 -3.547
H -1.269 5.009 -0.861
H 0.380 -5.374 0.845
H -2.403 1.482 0.035
H -1.749 -1.969 2.392
H -0.423 -5.330 3.192
H 1.963 0.824 -5.154
H 4.371 1.743 -1.155
H -3.138 1.332 -1.585
H 1.431 -4.037 2.551
H 1.566 4.990 -6.066
H 7.298 0.484 -4.246
H 2.457 5.553 -3.826
H -0.070 3.450 -2.227
H 5.471 1.791 -3.266
H -1.373 -5.286 0.617
H -1.224 3.901 0.524
H 4.701 -2.903 -4.556
H 0.425 2.786 -0.647
*
```

## Properties
Kohn-Sham gap (alpha / beta), eV: 7.5927 / 6.1817
HOMO (alpha / beta), Eh: -0.191 / -0.187
Energy above the lowest of the compared OMol25 structures with the same formula, charge and spin, eV: 0.0000
Expectation value of S²: 0.755

***

[7]
Below is 2 unconnected molecules or ions with the total composition C24H29N2 at a distorted geometry, with properties calculated with ωB97M-V/def2-TZVPD.

Geometry as ORCA input:
```
! wB97M-V def2-TZVPD RIJCOSX def2/J DEFGRID3
* xyz 1 1
N -1.557 0.269 1.544
N 2.466 -0.308 -1.680
C -2.791 0.719 1.050
C -4.332 2.151 -0.046
C -2.711 -3.171 3.533
C 0.870 2.848 -0.851
C -0.869 -1.690 2.919
C 1.355 -1.244 -1.818
C 3.776 -0.564 -2.294
C -3.591 -2.481 2.684
C -3.769 -0.287 1.262
C -3.026 1.921 0.412
C 2.174 0.927 -1.216
C 3.175 2.063 -1.332
C -1.365 -2.781 3.658
C -1.748 -1.019 2.089
C 4.125 -2.042 -2.469
C -3.117 -1.367 1.978
C -5.333 1.185 0.169
C 2.949 -2.893 -2.943
C 1.761 -2.706 -2.006
C 2.356 3.305 -0.954
C -0.347 2.305 2.147
C 0.964 1.374 -0.717
C -0.390 0.978 1.479
C -5.071 -0.030 0.826
H -5.853 -0.773 1.006
H 0.345 3.359 -0.043
H 3.834 -0.054 -3.274
H 0.662 2.374 2.572
H 0.889 -3.251 -2.385
H 2.672 -2.617 -3.971
H -0.695 -3.314 4.338
H -2.215 2.635 0.270
H 0.357 3.136 -1.792
H 0.738 -1.206 -0.907
H 0.489 0.339 1.603
H -6.346 1.393 -0.182
H 3.243 -3.947 -2.948
H 2.472 4.094 -1.702
H 4.498 -2.427 -1.511
H 2.000 -3.125 -1.019
H 4.557 -0.110 -1.665
H -1.072 2.473 2.962
H -0.467 3.144 1.455
H 0.094 0.736 -0.551
H 4.955 -2.115 -3.181
H 3.611 2.168 -2.344
H 0.157 -1.332 2.985
H -4.573 3.079 -0.565
H 0.702 -0.936 -2.660
H 2.689 3.700 0.013
H -4.637 -2.776 2.583
H 4.012 1.908 -0.632
H -3.071 -4.017 4.122
*
```

## Properties
Kohn-Sham gap, eV: 5.5691
HOMO, Eh: -0.382
Energy above the lowest of the compared OMol25 structures with the same formula, charge and spin, eV: 1.7624

***

[8]
Below is C24H29N3O4S in the gas phase at a distorted geometry, with properties calculated with ωB97M-V/def2-TZVPD.

Geometry as ORCA input:
```
! wB97M-V def2-TZVPD RIJCOSX def2/J DEFGRID3
* xyz 0 1
S 3.203 -0.204 -1.033
O 4.549 -0.587 -0.721
O -0.955 0.912 -3.124
O -3.533 -2.481 2.593
O 2.612 -0.689 -2.249
N 3.200 1.461 -1.144
N -2.454 -0.504 2.772
N -0.129 -1.839 3.524
C -2.279 -0.219 -4.862
C 0.492 -1.527 2.345
C 2.788 2.704 0.866
C -1.613 0.652 -1.970
C 0.890 -1.234 0.030
C -2.567 -1.835 2.933
C 1.765 -0.977 2.655
C -2.819 0.424 0.556
C 1.871 -0.979 4.073
C -2.852 -0.625 -0.351
C 3.880 2.186 -0.094
C -0.111 -1.247 -3.999
C 0.713 -1.507 4.553
C -1.611 1.720 -1.066
C -0.901 0.036 -4.250
C 0.053 -1.671 1.032
C -2.189 1.603 0.178
C 1.467 2.497 0.105
C -2.256 -0.525 -1.596
C 2.144 -0.701 0.330
C -1.390 -2.509 3.657
C -3.385 0.245 1.940
C 1.904 2.079 -1.308
C 2.609 -0.583 1.617
H 3.606 -0.220 1.806
H 4.417 3.022 -0.552
H 2.022 2.955 -1.952
H -1.329 -3.533 3.267
H 2.954 3.755 1.097
H -0.325 0.646 -4.959
H 0.876 1.703 0.563
H -1.137 2.638 -1.374
H -0.905 -2.109 0.804
H 4.608 1.523 0.370
H 0.113 -1.712 -4.956
H 0.415 -1.678 5.570
H 0.864 3.402 0.084
H -2.884 -0.882 -4.250
H 2.704 -0.632 4.649
H -4.308 -0.338 1.910
H -1.647 -2.574 4.719
H 1.228 1.377 -1.791
H -2.811 0.723 -4.978
H 0.831 -1.021 -3.503
H -0.664 -1.963 -3.398
H -2.302 -1.375 -2.255
H -2.155 -0.672 -5.842
H 2.787 2.148 1.802
H -2.162 2.441 0.860
H -3.352 -1.543 -0.077
H -3.575 1.211 2.414
H 0.610 -1.315 -1.006
H -1.575 -0.056 2.980
*
```

## Properties
Kohn-Sham gap, eV: 9.0336
SMILES string: CC(C)Oc1ccc(CNC(=O)Cn2ccc3cc(S(=O)(=O)N4CCCC4)ccc32)cc1
HOMO, Eh: -0.312
Energy above the lowest of the compared OMol25 structures with the same formula, charge and spin, eV: 2.0920

***

Let's list energy in order: -63156.102 -48274.595 -115390.047 -106727.141 -34036.560 -191137.580 -28331.073 -48854.820 eV.